Below is a structure of composition ClKLi, with properties calculated with the ωB97M-V functional and the def2-TZVPD basis.

```
! wB97M-V def2-TZVPD RIJCOSX def2/J DEFGRID3
* xyz 1 1
K 0.25 0.19 -2.02
Cl 0.55 -0.24 0.13
Li -0.80 0.05 1.89
*
```

**Gap between HOMO and LUMO**: 10.29 eV
**E**: -29047.937 eV
**Energy above the lowest of the compared OMol25 structures with the same formula, charge and spin**: 24.0 kcal per mole
**Largest force on an atom**: 0.13872 Eh/bohr
**HOMO energy**: -14.5 eV
**Molar mass**: 81.49 g/mol

***

Below is a structure of composition ClKMg, with properties calculated with the ωB97M-V functional and the def2-TZVPD basis.

```
! wB97M-V def2-TZVPD RIJCOSX def2/J DEFGRID3
* xyz 2 1
K 2.08 -0.32 -1.77
Cl -0.16 0.04 0.13
Mg -1.93 0.28 1.64
*
```

**Gap between HOMO and LUMO**: 8.14 eV
**E**: -34277.069 eV
**Energy above the lowest of the compared OMol25 structures with the same formula, charge and spin**: 3.7 kcal per mole
**Largest force on an atom**: 0.04379 Eh/bohr
**HOMO energy**: -19.7 eV
**Molar mass**: 98.86 g/mol

***

Below is a structure of composition ClLi2, with properties calculated with the ωB97M-V functional and the def2-TZVPD basis.

```
! wB97M-V def2-TZVPD RIJCOSX def2/J DEFGRID3
* xyz 1 1
Cl 0.16 -0.27 0.48
Li 1.77 1.39 0.25
Li -1.93 -1.13 -0.73
*
```

**Gap between HOMO and LUMO**: 9.80 eV
**E**: -12928.721 eV
**Energy above the lowest of the compared OMol25 structures with the same formula, charge and spin**: 1.9 kcal per mole
**Largest force on an atom**: 0.01934 Eh/bohr
**HOMO energy**: -14.2 eV
**Molar mass**: 49.34 g/mol

***

- HOMO energy of number 1 (ClKLi)?
  -14.5 eV